Formula: C3H5KNaO4
Source: the Open Molecules 2025 dataset
Level of theory: wB97M-V/def2-TZVPD

Positions of all 14 atoms, in Å:
Na  -1.22  -3.48  -3.05
O  -1.26  -1.23  -3.65
C  -1.01  -0.42  -2.60
H  -1.52  -0.78  -1.68
H  -1.33  0.63  -2.39
C  0.69  -0.31  -2.33
O  1.05  0.06  -0.96
C  2.24  0.61  -0.74
O  3.09  0.87  -1.54
O  2.33  0.81  0.58
K  0.32  0.27  1.89
H  0.93  0.55  -2.98
H  1.51  -0.94  -2.70
H  3.16  1.24  0.81

## Properties
**Frontier orbital gap (alpha / beta)**: 2.2 / 7.2 eV
**Largest force on an atom**: 3.43 eV/Å
**2S+1**: 2
**Lowest unoccupied orbital energy (alpha / beta)**: -1.1 / -0.5 eV
**HOMO (alpha / beta)**: -3.3 / -7.7 eV